# 1
Below is a molecular structure, C2HBr2NO, with properties calculated with ωB97M-V/def2-TZVPD.

As for the HOMO energy: -10.1 eV. Its energy is -145710.816 eV. The value obtained for the LUMO energy is 0.158 eV. The energy relative to the best compared isomer or geometry (same formula, charge and spin) is 0.714 eV.

```
! RIJCOSX wB97M-V def2-TZVPD def2/J DEFGRID3
* xyz 0 1
Br 1.675 1.424 0.736
Br 1.318 -1.770 0.679
O -0.593 0.025 -2.061
N -0.908 0.049 0.313
C 0.513 -0.050 0.264
C -0.403 -0.025 -0.887
H -1.601 0.347 0.955
*
```

=====

# 2
Below is 3 unconnected molecules or ions with the total composition C7H19NO2, with properties calculated with ωB97M-V/def2-TZVPD.

As for the HOMO energy (alpha / beta): 0.8 / -4.6 eV. Its energy is -13149.448 eV. The value obtained for the LUMO energy (alpha / beta) is 3.270 / 3.153 eV. The energy relative to the best compared isomer or geometry (same formula, charge and spin) is 0.880 eV.

```
! RIJCOSX wB97M-V def2-TZVPD def2/J DEFGRID3
* xyz -1 2
O 0.399 2.493 2.272
O 1.100 -1.576 2.776
N -2.520 -1.883 -0.416
C -0.117 1.523 -1.750
C 1.090 0.578 -1.355
C -1.530 -0.943 -0.197
C 0.833 -0.146 -0.042
C -0.538 2.589 -0.693
C -0.200 -1.243 -0.167
C 0.370 -2.565 -0.559
H 1.087 -2.491 -1.461
H 0.115 3.449 -0.822
H -0.384 2.288 2.896
H -3.323 -1.695 0.082
H -1.544 2.999 -0.655
H -0.234 -3.392 -0.812
H 1.259 -0.145 -2.209
H 0.509 0.477 0.838
H 1.752 -0.490 0.275
H -2.388 -2.725 -0.768
H 2.061 1.100 -1.174
H 1.077 2.831 2.836
H -2.059 0.040 0.101
H 1.638 -0.723 2.765
H 0.062 2.026 -2.711
H 0.903 -3.153 0.188
H -0.967 0.868 -1.964
H 1.819 -2.215 2.506
H -0.271 2.125 0.220
*
```

=====

# 3
Below is a molecular structure, C22H24BN9NiO2, with properties calculated with ωB97M-V/def2-TZVPD.

As for the HOMO energy (alpha / beta): -11.8 / -11.8 eV. Its energy is -82427.340 eV. The value obtained for the LUMO energy (alpha / beta) is -5.023 / -4.730 eV.

```
! RIJCOSX wB97M-V def2-TZVPD def2/J DEFGRID3
* xyz 1 2
Ni -0.819 -0.559 -1.073
O -3.988 -2.146 -2.580
O -2.526 -0.681 -1.727
N -0.152 2.005 -0.293
N -0.842 1.318 -1.237
N 1.666 0.321 -0.106
N 1.089 -0.474 -1.026
N 1.615 2.273 1.472
N -0.988 -0.427 0.938
N 1.640 2.407 2.824
N -0.871 -2.473 -1.040
N -0.153 0.404 1.616
C 3.039 3.903 1.888
C 0.014 -3.292 -0.467
C 3.284 -0.661 -1.243
C -1.786 -1.022 1.829
C -1.333 3.464 -1.456
C -2.248 -4.312 -1.645
C -2.858 -1.989 1.454
C 2.458 3.171 0.890
C -1.988 -2.961 -1.589
C -1.326 -5.177 -1.076
C -2.949 -1.893 -2.039
C -2.425 1.814 -3.121
C 1.754 -1.974 -2.895
C 2.778 3.801 4.489
C 2.048 -1.066 -1.748
C 2.490 3.384 3.084
C -0.422 0.330 2.928
C -1.566 2.185 -1.961
C -1.451 -0.571 3.107
C -0.453 3.304 -0.406
C -0.189 -4.659 -0.467
C 2.995 0.215 -0.214
B 0.764 1.279 0.747
H 3.414 3.070 4.988
H -3.534 -2.126 2.295
H 3.756 4.699 1.784
H -1.913 -0.857 4.035
H -1.992 1.003 -3.702
H 4.257 -0.952 -1.600
H 3.643 0.775 0.439
H 2.430 -1.755 -3.720
H -0.009 4.025 0.260
H -3.409 1.489 -2.788
H -2.446 -2.969 1.203
H -2.542 2.683 -3.765
H -1.496 -6.245 -1.090
H 0.137 0.935 3.618
H 0.536 -5.304 0.008
H 3.290 4.761 4.506
H -3.167 -4.646 -2.107
H -3.442 -1.622 0.611
H -1.752 4.383 -1.826
H 0.734 -1.849 -3.257
H 1.897 -3.020 -2.622
H 2.569 3.223 -0.182
H 0.879 -2.834 -0.007
H 1.856 3.890 5.061
*
```

=====

# 4
Below is a single C4H6N2O3 molecule, with properties calculated with ωB97M-V/def2-TZVPD.

As for the HOMO energy: -9.6 eV. Its energy is -13366.262 eV. Its structure (SMILES) is [H]/N=C1\C[C@@]1(N)OC(=O)O. The value obtained for the LUMO energy is 0.603 eV. The energy relative to the best compared isomer or geometry (same formula, charge and spin) is 2.717 eV.

```
! RIJCOSX wB97M-V def2-TZVPD def2/J DEFGRID3
* xyz 0 1
O -1.638 1.175 0.292
O -3.042 -0.236 -0.720
O -1.041 -0.968 -0.166
N 1.139 -1.739 -0.540
N 1.166 1.663 -0.923
C -1.950 -0.001 -0.293
C 0.354 -0.686 -0.055
C 0.847 0.730 -0.169
C 0.878 0.077 1.157
H 0.814 -2.644 -0.219
H 1.633 2.449 -0.466
H 1.226 -1.751 -1.549
H 1.825 -0.254 1.559
H -2.375 1.793 0.186
H 0.164 0.392 1.905
*
```

=====

# 5
Below is 3 unconnected molecules or ions with the total composition C3H6Cl6, with properties calculated with ωB97M-V/def2-TZVPD.

As for the HOMO energy: -10.8 eV. Its energy is -78342.393 eV. Its structure (SMILES) is ClCCl.ClCCl.ClCCl. The value obtained for the LUMO energy is 0.485 eV. The energy relative to the best compared isomer or geometry (same formula, charge and spin) is 0.516 eV.

```
! RIJCOSX wB97M-V def2-TZVPD def2/J DEFGRID3
* xyz 0 1
Cl 5.358 2.106 3.785
Cl 3.171 3.832 4.780
Cl 4.469 3.280 8.829
Cl 3.402 2.035 13.309
Cl 6.174 2.171 12.074
Cl 7.137 3.604 7.559
C 4.573 2.798 5.184
C 6.141 3.014 8.907
C 4.773 3.074 12.751
H 5.110 3.701 13.663
H 5.291 3.396 5.627
H 4.259 3.695 11.901
H 6.255 1.932 8.983
H 4.238 2.058 5.894
H 6.561 3.507 9.746
*
```

=====

# 6
Below is 2 unconnected molecules or ions with the total composition C6H7N, with properties calculated with ωB97M-V/def2-TZVPD.

As for the HOMO energy: -9.2 eV. Its energy is -7820.856 eV. The value obtained for the LUMO energy is -1.338 eV. The energy relative to the best compared isomer or geometry (same formula, charge and spin) is 4.791 eV.

```
! RIJCOSX wB97M-V def2-TZVPD def2/J DEFGRID3
* xyz 0 1
N -1.161 1.521 -2.272
C -0.895 0.378 -2.315
C 0.628 -1.218 -0.056
C -0.771 -0.736 0.006
C 0.592 0.824 1.078
C 1.413 -0.129 0.629
C -0.810 0.521 0.655
H -1.629 -1.283 -0.367
H 0.872 1.736 1.590
H 0.918 -1.433 -1.089
H -1.701 0.905 1.150
H 0.671 -2.172 0.498
H 2.493 -0.146 0.718
H -0.908 0.953 -0.457
*
```

=====

# 7
Below is a molecular structure, C8H28B3Cs3O4S2, with properties calculated with ωB97M-V/def2-TZVPD.

As for the HOMO energy: -9.1 eV. Its energy is -42276.096 eV. The value obtained for the LUMO energy is -1.188 eV. The energy relative to the best compared isomer or geometry (same formula, charge and spin) is 0.000 eV.

```
! RIJCOSX wB97M-V def2-TZVPD def2/J DEFGRID3
* xyz 0 1
Cs -7.345 -10.690 20.758
Cs -7.354 -5.921 20.103
Cs -8.978 -8.860 16.291
S -5.833 -5.321 14.058
S -1.522 -7.406 19.373
O -6.861 -6.087 13.368
O -0.994 -8.688 18.813
O -1.229 -6.133 18.655
O -4.996 -4.368 13.320
C -5.997 -5.196 16.858
C -2.225 -7.772 22.014
C -4.610 -5.836 16.481
C -6.534 -4.497 15.555
C -4.791 -6.505 15.078
C -3.277 -8.430 21.116
C -3.309 -7.652 19.758
C -1.004 -7.271 21.150
B -6.375 -8.783 18.265
B -9.893 -11.077 18.571
B -10.237 -6.079 18.579
H -11.061 -6.557 18.071
H -3.792 -5.117 16.501
H -4.247 -8.553 21.598
H -3.898 -6.762 19.978
H -3.684 -8.281 18.951
H -9.842 -10.023 18.794
H -0.957 -6.189 21.275
H -5.789 -8.916 17.368
H -10.480 -11.227 17.678
H -7.607 -4.686 15.517
H -9.474 -6.771 18.900
H -6.713 -5.996 17.043
H -9.792 -5.401 17.867
H -2.996 -9.477 21.008
H -0.049 -7.796 21.173
H -5.792 -8.448 19.108
H -6.764 -9.750 18.544
H -1.847 -8.420 22.804
H -2.512 -6.899 22.601
H -7.191 -8.106 18.069
H -4.281 -6.641 17.138
H -10.652 -5.452 19.353
H -10.282 -11.589 19.438
H -6.353 -3.422 15.532
H -5.236 -7.499 15.108
H -3.862 -6.738 14.557
H -5.934 -4.485 17.683
H -8.911 -11.467 18.352
*
```

=====

# 8
Below is a molecular structure, H3N3OS3, with properties calculated with ωB97M-V/def2-TZVPD.

As for the HOMO energy (alpha / beta): -8.6 / -8.6 eV. Its energy is -39068.187 eV. The value obtained for the LUMO energy (alpha / beta) is -0.654 / -0.653 eV. The energy relative to the best compared isomer or geometry (same formula, charge and spin) is 0.597 eV.

```
! RIJCOSX wB97M-V def2-TZVPD def2/J DEFGRID3
* xyz 0 1
S -2.979 -0.580 0.806
S -1.843 1.418 -0.905
S -0.923 -1.361 -1.102
O 0.827 -1.707 0.306
N -0.617 0.292 -1.292
N -2.250 0.977 0.674
N -2.174 -1.527 -0.256
H 0.340 0.585 -1.161
H -1.548 1.182 1.369
H 1.611 -1.674 -0.246
*
```

=====

# 9
Below is a single C6H12N2O molecule, with properties calculated with ωB97M-V/def2-TZVPD.

As for the HOMO energy: -8.5 eV. Its energy is -11441.789 eV. Its structure (SMILES) is CO[C@@H]1[C@@H]2CNC[C@H]1N2. The value obtained for the LUMO energy is 0.910 eV. The energy relative to the best compared isomer or geometry (same formula, charge and spin) is 2.882 eV.

```
! RIJCOSX wB97M-V def2-TZVPD def2/J DEFGRID3
* xyz 0 1
O -1.457 -0.079 -0.735
N 1.316 -0.898 1.003
N 1.708 1.000 -0.680
C -2.668 0.325 -0.223
C 0.722 -1.238 -0.393
C -0.572 -0.751 0.141
C 0.806 1.420 0.465
C 1.446 -0.293 -1.351
C 0.210 0.105 1.105
H 1.036 -1.605 1.653
H -0.231 0.233 2.096
H 0.051 2.085 0.110
H -2.577 0.991 0.627
H 1.390 2.032 1.073
H -3.192 -0.501 0.160
H -1.213 -1.523 0.668
H 0.691 -0.169 -2.141
H 2.407 -0.620 -1.674
H 2.679 0.961 -0.182
H 0.712 -2.309 -0.730
H -3.266 0.832 -0.993
*
```

=====

# 10
Below is 2 unconnected molecules or ions with the total composition C10H16, with properties calculated with ωB97M-V/def2-TZVPD.

As for the HOMO energy: -9.1 eV. Its energy is -10628.955 eV. Its structure (SMILES) is Cc1ccccc1.CCC. The value obtained for the LUMO energy is 0.965 eV. The energy relative to the best compared isomer or geometry (same formula, charge and spin) is 0.789 eV.

```
! RIJCOSX wB97M-V def2-TZVPD def2/J DEFGRID3
* xyz 0 1
C 0.629 2.128 3.675
C 1.385 -2.617 -3.301
C -1.146 0.693 -2.024
C -0.848 -0.361 -1.174
C -0.972 0.162 3.834
C 0.011 -1.382 -1.531
C -0.448 0.738 -3.218
C -0.302 1.198 2.914
C 0.349 -0.332 -3.640
C 0.515 -1.447 -2.836
H 0.288 0.677 2.155
H -0.932 0.552 4.866
H -0.383 1.636 -3.823
H -1.075 1.747 2.377
H 0.674 -3.388 -3.572
H 2.057 -2.211 -4.048
H 1.178 2.852 3.064
H -2.065 0.155 3.796
H 0.806 -0.194 -4.613
H 1.425 1.551 4.146
H 0.084 2.720 4.403
H 2.018 -2.964 -2.484
H -1.338 -0.483 -0.217
H -0.495 -0.804 3.741
H 0.363 -2.120 -0.821
H -1.781 1.492 -1.669
*
```

=====

# 11
Below is 2 unconnected molecules or ions with the total composition C3H6N2O2, with properties calculated with ωB97M-V/def2-TZVPD.

As for the HOMO energy: -7.2 eV. Its energy is -10280.593 eV. The value obtained for the LUMO energy is 0.404 eV. The energy relative to the best compared isomer or geometry (same formula, charge and spin) is 4.205 eV.

```
! RIJCOSX wB97M-V def2-TZVPD def2/J DEFGRID3
* xyz 0 1
O -2.463 1.178 -0.164
O -2.120 -1.054 0.008
N 1.025 0.694 0.334
N 0.362 -1.591 0.232
C 0.203 -0.168 -0.299
C 1.167 1.906 0.146
C -2.058 0.121 -0.100
H 0.130 -0.263 -1.451
H 1.806 2.308 0.894
H 0.863 -1.454 1.161
H 0.907 -2.306 -0.440
H 0.794 2.594 -0.704
H -0.614 -1.965 0.385
*
```

=====

# 12
Below is 2 unconnected molecules or ions with the total composition C3H10O2, with properties calculated with ωB97M-V/def2-TZVPD.

As for the HOMO energy (alpha / beta): -15.4 / -13.9 eV. Its energy is -7355.803 eV. The value obtained for the LUMO energy (alpha / beta) is -3.750 / -10.753 eV. The energy relative to the best compared isomer or geometry (same formula, charge and spin) is 2.040 eV.

```
! RIJCOSX wB97M-V def2-TZVPD def2/J DEFGRID3
* xyz 1 2
O -0.028 -1.654 2.288
O -0.812 2.104 -1.905
C 0.684 1.287 -0.105
C -0.260 0.960 -1.282
C -0.083 -2.232 0.996
H -1.090 0.255 -1.033
H 1.422 2.050 -0.431
H -0.493 -1.514 0.243
H 1.188 0.332 0.127
H 0.248 -0.686 2.098
H -1.161 2.657 -1.102
H -0.895 -3.206 0.922
H 0.886 -2.619 0.600
H 0.040 1.656 0.723
H 0.355 0.611 -2.138
*
```

=====

- energy of number 5 (C3H6Cl6)?
  -78342.393 eV